Here is a molecular structure, C39H42CrFN6O4S from the OMol25 dataset. Energies are from ωB97M-V/def2-TZVPD.

Geometry (Å):
Cr: 1.0099 0.6335 -0.4747
C: -1.6124 -3.3151 1.5980
C: -0.7068 -2.1653 2.0591
C: 0.1053 -2.6380 3.2758
C: -1.5237 -0.9232 2.3785
C: -2.7709 -1.1273 2.9610
C: -3.5929 -0.0726 3.2961
C: -3.1572 1.2104 3.0436
C: -1.9148 1.4819 2.4685
C: -1.6708 2.9735 2.2418
C: -0.3901 3.5573 2.8409
C: -1.7672 3.2840 0.7518
C: -1.0731 0.3961 2.1045
N: 0.2487 0.5922 1.5323
C: 1.2080 0.7560 2.5243
C: 0.9511 0.8201 3.9155
C: 1.9528 1.0148 4.8501
C: 3.2825 1.1604 4.4740
C: 3.5820 1.1060 3.1226
C: 2.5606 0.9105 2.2266
F: 2.9005 0.8769 0.8917
H: -1.0200 -4.1514 1.2280
H: -2.2985 -2.9963 0.8091
H: -2.2044 -3.7075 2.4266
H: -0.0192 -1.9042 1.2579
H: -0.5559 -2.7457 4.1405
H: 0.8930 -1.9361 3.5383
H: 0.5696 -3.6095 3.0755
H: -3.1104 -2.1360 3.1637
H: -4.5670 -0.2461 3.7394
H: -3.7967 2.0463 3.3084
H: -2.4990 3.4831 2.7374
H: 0.4838 3.1812 2.3210
H: -0.2899 3.3136 3.8991
H: -0.4132 4.6476 2.7420
H: -1.0065 2.7331 0.2155
H: -1.6195 4.3514 0.5604
H: -2.7397 2.9889 0.3479
H: -0.0682 0.7156 4.2583
H: 1.6861 1.0539 5.9003
H: 4.0649 1.3139 5.2055
H: 4.5966 1.2117 2.7551
C: 0.8933 -3.3417 -0.6372
C: 2.0542 -2.4683 -0.9225
N: 2.1066 -1.1471 -0.8696
C: 3.3613 -0.7884 -1.3256
C: 4.0779 -1.8988 -1.6228
N: 3.2359 -2.9438 -1.3550
C: 5.4584 -2.1400 -2.1093
O: 6.1761 -1.0773 -2.3747
O: 5.8509 -3.2764 -2.2271
C: 3.5677 0.6256 -1.7096
O: 4.6784 1.0379 -2.0428
O: 2.4761 1.2960 -1.7056
H: -0.0244 -2.7636 -0.7182
H: 0.9648 -3.7537 0.3679
H: 0.8670 -4.1706 -1.3456
H: 3.4860 -3.9073 -1.5193
H: 5.6624 -0.2252 -2.2341
N: 1.8691 3.1427 0.1095
N: 1.3891 4.3166 -0.4869
C: 0.7078 4.2232 -1.6579
N: 0.5974 5.3903 -2.3336
S: 0.0295 2.8241 -2.2317
H: 2.0703 3.3377 1.0795
H: 2.7135 2.8473 -0.3655
H: 1.9656 5.1355 -0.3748
H: 0.8210 6.2732 -1.9058
H: -0.0178 5.3922 -3.1271
C: -4.8796 -3.0706 -2.0094
C: -5.0563 -2.0143 -1.1257
C: -3.9992 -1.1656 -0.8328
C: -2.7468 -1.3436 -1.4248
C: -2.5823 -2.4128 -2.3104
C: -3.6371 -3.2638 -2.6008
C: -1.6291 -0.4796 -0.9835
C: -0.5032 -0.1110 -1.6132
C: -0.3624 -0.2421 -3.0939
C: -1.4480 0.1189 -3.9047
C: -1.3837 0.0286 -5.2842
C: -0.2195 -0.4037 -5.9073
C: 0.8819 -0.7209 -5.1280
C: 0.8121 -0.6306 -3.7438
H: -5.6979 -3.7477 -2.2186
H: -6.0197 -1.8584 -0.6544
H: -4.1339 -0.3471 -0.1315
H: -1.6161 -2.5784 -2.7729
H: -3.4888 -4.0853 -3.2922
H: -1.7642 -0.1528 0.0375
H: -2.3555 0.4795 -3.4375
H: -2.2471 0.3023 -5.8808
H: -0.1676 -0.4757 -6.9868
H: 1.8067 -1.0334 -5.5980
H: 1.6919 -0.8715 -3.1692

Summary:
* E_tot: -100230.0975 eV
* 2S+1: 2
* LUMO level (alpha / beta): -0.676 / -0.226 eV

Charge distribution, Löwdin scheme, values in e: 0.820 -0.068 -0.365 -0.039 -0.146 -0.043 -0.073 -0.044 -0.130 -0.354 -0.051 -0.070 -0.202 0.009 -0.259 -0.040 -0.086 -0.097 -0.019 -0.214 0.001 0.067 0.080 0.075 0.090 0.088 0.066 0.078 0.105 0.104 0.110 0.118 0.041 0.081 0.083 0.004 0.080 0.090 0.118 0.106 0.100 0.123 0.025 -0.292 0.089 -0.132 -0.062 0.203 -0.487 0.148 0.109 -0.548 0.078 -0.167 0.067 0.083 0.102 0.179 0.071 0.024 -0.050 -0.831 0.090 0.847 0.089 0.082 0.144 0.104 0.091 -0.096 -0.085 -0.041 -0.230 -0.045 -0.080 -0.086 -0.229 -0.280 -0.064 -0.074 -0.090 -0.073 -0.035 0.098 0.101 0.114 0.112 0.102 0.074 0.121 0.104 0.099 0.103 0.087


Here is a molecular structure, C19H27IrN5O4P from the OMol25 dataset. Energies are from ωB97M-V/def2-TZVPD.

Geometry (Å):
Ir: 0.5038 0.0517 0.1373
C: 0.0945 4.5821 -0.0719
C: 0.2177 3.1514 -0.5259
O: -0.3001 2.2477 0.1963
C: 0.8708 2.9341 -1.7541
C: 0.9823 1.7627 -2.4788
C: 1.4904 1.8080 -3.8808
N: 0.6242 0.5582 -1.9544
N: 0.5958 -0.4271 -2.8342
C: 0.3971 -1.6521 -2.2563
O: 0.3979 -1.8000 -1.0038
C: 0.2106 -2.7888 -3.1542
C: 0.3011 -2.6266 -4.5396
C: 0.1278 -3.7191 -5.3699
C: -0.1359 -4.9683 -4.8239
C: -0.2305 -5.1343 -3.4463
C: -0.0557 -4.0491 -2.6103
H: -0.3643 4.6499 0.9137
H: -0.5209 5.1433 -0.7760
H: 1.0720 5.0644 -0.0518
H: 1.2305 3.8276 -2.2432
H: 1.7661 2.8226 -4.1524
H: 0.7256 1.4434 -4.5666
H: 2.3499 1.1475 -3.9974
H: 0.5083 -1.6505 -4.9528
H: 0.2005 -3.5980 -6.4411
H: -0.2683 -5.8213 -5.4760
H: -0.4378 -6.1115 -3.0337
H: -0.1243 -4.1616 -1.5373
N: -1.3129 2.5239 2.7101
C: -0.0195 2.6630 3.4468
P: 0.7525 0.9882 3.4143
O: -0.2711 0.0643 3.9356
O: 1.4436 0.7604 2.0751
C: 2.2166 1.1353 4.5358
N: 3.2806 0.2365 3.9712
H: -1.7879 1.6697 3.0261
H: -1.0985 2.4749 1.6580
H: -1.9271 3.3193 2.8811
H: -0.2533 2.9366 4.4753
H: 0.5675 3.4470 2.9703
H: 1.9968 0.8252 5.5541
H: 2.6206 2.1474 4.5369
H: 3.1919 0.2605 2.9369
H: 3.1568 -0.7308 4.2742
H: 4.2190 0.5290 4.2477
C: -3.6108 -2.2007 1.8135
C: -3.7099 -1.0596 1.0316
C: -2.5476 -0.4197 0.6455
N: -1.3329 -0.8532 1.0061
C: -1.2416 -1.9590 1.7484
C: -2.3537 -2.6586 2.1742
H: -4.4998 -2.7294 2.1283
H: -4.6666 -0.6768 0.7072
H: -2.5676 0.4568 0.0081
H: -0.2432 -2.2884 1.9992
H: -2.2311 -3.5482 2.7737

Summary:
* E_tot: -47894.6184 eV
* charge: +2
* 2S+1: 5
* LUMO level (alpha / beta): -5.439 / -6.977 eV
* energy relative to the best compared isomer or geometry (same formula, charge and spin): 14.7 kJ/mol

Charge distribution, Löwdin scheme, values in e: 1.350 0.007 -0.408 -0.179 0.005 -0.276 -0.014 -0.105 0.097 -0.382 -0.124 -0.155 -0.011 -0.051 -0.045 -0.053 -0.010 0.067 0.108 0.104 0.122 0.088 0.097 0.098 0.110 0.114 0.116 0.113 0.115 0.136 -0.181 0.416 -0.290 -0.480 -0.156 0.153 0.144 0.102 0.169 0.118 0.108 0.119 0.116 0.139 0.177 0.176 -0.025 -0.033 -0.132 -0.103 -0.138 -0.021 0.124 0.118 0.111 0.115 0.121


Here is a molecular structure, C4H4IN3O from the OMol25 dataset. Energies are from ωB97M-V/def2-TZVPD.

Geometry (Å):
C: -0.0756 -0.9076 -0.5853
C: 0.5199 0.5738 0.9430
C: 1.0750 -0.3646 0.0301
C: -2.8898 1.7541 0.0393
N: -1.1065 -0.4255 0.0627
N: -0.7956 0.3796 1.0175
N: 2.3322 -0.5342 -0.3447
O: -2.4207 2.1947 -0.8929
I: -2.9967 -1.1392 0.1241
H: -0.1274 -1.2998 -1.5920
H: 0.9999 1.2608 1.6404
H: 2.5547 -1.4639 -0.7979
H: 2.9305 -0.0283 0.3558

Summary:
* E_tot: -18828.4076 eV
* LUMO level: -0.399 eV

Charge distribution, Löwdin scheme, values in e: -0.160 -0.089 -0.377 -0.181 -0.661 -0.076 0.070 0.013 0.977 0.114 0.108 0.136 0.126


Here is 2 unconnected molecules or ions with the total composition C4H8 from the OMol25 dataset. Energies are from ωB97M-V/def2-TZVPD.

Geometry (Å):
C: 2.2324 -0.3329 -0.0904
C: 1.7860 0.4937 0.8969
H: 1.7147 -1.2380 -0.3759
H: 3.0398 -0.0020 -0.7308
H: 1.0669 0.1294 1.6200
H: 2.3322 1.3979 1.1324
C: -2.3783 -0.5139 -0.0127
C: -1.6852 0.3628 -0.8121
H: -1.9546 -1.4754 0.2512
H: -3.2321 -0.1926 0.5733
H: -0.8084 0.0512 -1.3658
H: -2.1136 1.3198 -1.0862

Summary:
* E_tot: -4265.6511 eV
* charge: +1
* 2S+1: 2
* LUMO level (alpha / beta): -4.160 / -10.001 eV
* energy relative to the best compared isomer or geometry (same formula, charge and spin): 250.1 kJ/mol

Charge distribution, Löwdin scheme, values in e: 0.079 0.072 0.074 0.083 0.070 0.082 0.119 0.101 0.083 0.090 0.063 0.085


Here is a molecular structure, C30H29BaBr2N5O2Si from the OMol25 dataset. Energies are from ωB97M-V/def2-TZVPD.

Geometry (Å):
Ba: -0.3800 -0.6133 0.6620
Br: -2.8185 -0.6407 -7.2200
C: -2.5288 -0.6337 -5.3421
C: -3.6177 -0.4725 -4.4763
C: -3.4269 -0.4624 -3.1201
C: -2.1334 -0.6083 -2.5407
O: -1.9643 -0.5624 -1.2766
C: -1.0414 -0.7940 -3.4476
C: 0.3125 -1.0351 -3.0325
N: 0.7806 -1.1185 -1.8383
C: 2.1084 -1.5470 -1.6899
C: 2.6537 -2.5624 -2.4372
C: 3.9739 -3.0081 -2.2258
C: 4.7460 -2.4528 -1.2505
C: 4.2199 -1.4130 -0.4467
C: 4.9745 -0.8041 0.5808
C: 4.4305 0.2094 1.3096
C: 3.1137 0.6078 1.0137
N: 2.3695 0.0654 0.0827
C: 2.9031 -0.9495 -0.6588
C: -1.2693 -0.7942 -4.8378
H: -4.6116 -0.3559 -4.8890
H: -4.2624 -0.3375 -2.4436
H: 1.0075 -1.1762 -3.8703
H: 2.0428 -3.0604 -3.1796
H: 4.3611 -3.8159 -2.8330
H: 5.7550 -2.8014 -1.0694
H: 5.9804 -1.1572 0.7745
H: 4.9738 0.6943 2.1081
H: 2.6601 1.4067 1.5920
H: -0.4324 -0.9320 -5.5124
O: -4.9591 2.9536 4.7687
C: -4.0429 2.3917 3.9578
C: -3.1481 3.1310 3.1880
C: -2.2533 2.4442 2.3955
N: -2.1921 1.1116 2.3233
C: -3.0582 0.4395 3.0634
Br: -2.9655 -1.4511 2.9474
C: -4.0019 1.0053 3.8964
H: -4.8992 3.9141 4.7280
H: -3.1488 4.2131 3.2037
H: -1.5453 2.9889 1.7821
H: -4.6835 0.4037 4.4781
C: 1.4764 0.8034 4.3928
C: 1.9090 -0.5705 3.9541
C: 2.9799 -1.2070 4.5469
C: 3.2781 -2.5059 4.1130
C: 2.5259 -3.0982 3.1367
C: 1.4343 -2.3907 2.5455
N: 1.1706 -1.1255 2.9874
N: 0.6479 -2.8579 1.5713
Si: 0.5453 -4.4237 0.8925
C: -0.5654 -4.2441 -0.6105
C: 2.1826 -5.1613 0.3164
C: -0.2376 -5.6390 2.0939
H: 0.5076 0.7446 4.8935
H: 1.3528 1.4638 3.5313
H: 2.1936 1.2523 5.0790
H: 3.5477 -0.7233 5.3296
H: 4.1057 -3.0495 4.5549
H: 2.7502 -4.1005 2.7976
H: -0.1008 -3.5795 -1.3444
H: -1.5357 -3.8116 -0.3473
H: -0.7564 -5.2016 -1.0999
H: 2.8258 -4.3860 -0.1067
H: 2.0025 -5.9091 -0.4612
H: 2.7333 -5.6534 1.1209
H: -1.2364 -5.3064 2.3861
H: 0.3636 -5.7217 3.0032
H: -0.3260 -6.6369 1.6570

Summary:
* E_tot: -191788.1942 eV
* LUMO level: -0.084 eV
* energy relative to the best compared isomer or geometry (same formula, charge and spin): 8.2 kJ/mol

Charge distribution, Löwdin scheme, values in e: 1.806 0.693 -0.708 -0.129 -0.014 -0.402 -0.356 -0.135 -0.095 -0.021 -0.236 -0.025 -0.078 -0.043 -0.150 -0.001 -0.041 -0.150 0.012 -0.173 -0.102 0.098 0.111 0.126 0.117 0.110 0.114 0.121 0.109 0.101 0.104 0.093 -0.306 0.006 -0.128 -0.067 -0.734 0.781 -0.032 0.118 0.119 0.118 0.120 -0.041 -0.388 -0.073 -0.085 -0.032 -0.498 0.000 -0.243 0.337 -0.170 -0.167 -0.175 0.078 0.055 0.073 0.096 0.103 0.083 0.006 0.027 0.033 0.007 0.031 0.020 0.021 0.023 0.026


Here is a molecular structure, C4H8S2 from the OMol25 dataset. Energies are from ωB97M-V/def2-TZVPD.

Geometry (Å):
C: 1.3913 0.5248 0.2941
C: -0.0541 0.7207 0.1170
C: -0.7540 -0.6212 -0.0632
C: -1.6928 -0.1950 -1.1607
H: 2.8680 -0.7194 1.8507
H: 1.7004 1.4702 0.7547
H: 1.9699 0.3657 -0.6079
H: -0.5213 1.2364 1.0034
H: -0.1129 -1.4438 -0.2345
H: -1.1609 -0.9848 0.8702
H: -2.6675 -0.0363 -0.8015
H: -1.7630 -0.8164 -2.1152
S: 1.5950 -0.8324 1.5420
S: -0.7982 1.3315 -1.4491

Summary:
* E_tot: -25946.9610 eV
* LUMO level: 0.773 eV
* energy relative to the best compared isomer or geometry (same formula, charge and spin): 140.2 kJ/mol

Charge distribution, Löwdin scheme, values in e: -0.529 -0.688 -0.355 -0.465 -0.169 0.077 0.082 0.127 0.063 0.099 0.050 0.098 0.744 0.866